# 1
{"formula": "C37H32Cl3FNO2PRhS3Si", "method": "ωB97M-V/def2-TZVPD", "elements": ["Rh", "Cl", "Cl", "Cl", "S", "S", "S", "P", "Si", "F", "O", "O", "N", "C", "C", "C", "C", "C", "C", "C", "C", "C", "C", "C", "C", "C", "C", "C", "C", "C", "C", "C", "C", "C", "C", "C", "C", "C", "C", "C", "C", "C", "C", "C", "C", "C", "C", "C", "C", "C", "H", "H", "H", "H", "H", "H", "H", "H", "H", "H", "H", "H", "H", "H", "H", "H", "H", "H", "H", "H", "H", "H", "H", "H", "H", "H", "H", "H", "H", "H", "H", "H"], "positions_angstrom": [[-0.2641, -0.1714, -1.3404], [-0.5865, -0.9295, -3.7997], [-2.2655, 2.1615, -7.8826], [-2.2181, 4.1413, -2.8782], [-6.9930, 1.2767, 4.5994], [0.5214, -2.3607, -0.9032], [2.9470, -2.0482, -3.3743], [2.4568, -2.5491, -1.5441], [1.6402, 2.0577, -0.7267], [-0.3017, -1.6308, 1.6019], [-9.1723, 2.6077, 4.2969], [-1.1183, 1.5238, -2.1529], [0.8819, 0.6718, 0.0653], [-1.3715, 1.6276, -3.4198], [-5.6895, -0.2272, 2.7013], [4.0179, -4.8161, -1.6995], [1.3184, 1.5366, 2.2743], [5.3124, -0.7864, 1.6052], [-8.1961, 2.2402, 3.6938], [2.0045, 1.5749, -2.5049], [-1.1865, 0.6068, -4.3740], [-3.6602, 1.6297, 2.3405], [-5.6947, 0.9557, 3.4346], [-1.7336, -0.0077, -0.1581], [4.3787, -6.1327, -1.4676], [3.3342, 2.5743, -0.0707], [1.3821, 1.4739, 3.6533], [-7.9575, 2.5843, 2.2461], [0.8898, 0.3689, 4.3284], [-1.9336, 1.9496, -6.1839], [1.9529, -5.1673, -0.5241], [4.7470, -1.1756, -0.7010], [4.1108, -1.3634, 1.9983], [2.3126, -6.4910, -0.3004], [3.5552, -1.7717, -0.3091], [0.8040, 0.5163, 1.4418], [5.6296, -0.6945, 0.2580], [-4.6826, -0.4759, 1.7854], [3.2407, -1.8647, 1.0446], [2.8030, -4.3221, -1.2267], [0.3264, -0.6374, 3.5646], [-1.4463, 0.7435, -5.7250], [-1.8931, 2.8286, -3.9614], [-2.1644, 2.9945, -5.3036], [0.2788, -0.5622, 2.1850], [-4.6644, 1.8749, 3.2594], [-3.6561, 0.4529, 1.5822], [-2.6144, 0.2085, 0.6393], [3.5240, -6.9749, -0.7673], [0.5408, 3.5692, -0.5756], [3.3119, 3.1781, 0.8353], [2.3848, 0.5514, -2.5901], [-0.1018, -1.5232, 4.0170], [1.6398, -7.1423, 0.2434], [5.9938, -0.3946, 2.3505], [-4.6582, 2.7866, 3.8434], [3.8432, -1.4135, 3.0463], [1.8062, 2.3107, 4.1952], [-6.4832, -0.9488, 2.8490], [-8.9218, 2.5804, 1.7411], [3.9985, 1.7258, 0.0931], [6.5591, -0.2323, -0.0513], [3.8027, -8.0063, -0.5895], [-2.5559, 3.9372, -5.6582], [0.9200, 0.2980, 5.4072], [2.3014, -2.3115, 1.3479], [1.0096, -4.7935, -0.1502], [-7.2592, 1.9193, 1.7481], [2.7945, 2.2325, -2.8786], [5.3257, -6.5044, -1.8388], [4.9746, -1.1024, -1.7576], [-0.5052, 3.2735, -0.5103], [-1.2676, -0.0806, -6.4009], [4.6705, -4.1620, -2.2653], [1.1606, 1.6805, -3.1859], [0.6424, 4.2266, -1.4428], [-4.6770, -1.3937, 1.2128], [-2.8594, 2.3432, 2.1978], [0.8063, 4.1459, 0.3150], [1.6790, 2.4352, 1.8045], [3.7746, 3.1940, -0.8589], [-7.5572, 3.5991, 2.2061]], "mulliken_charge": [-0.08, -0.20, -0.25, -0.20, -0.14, -0.30, -0.38, 0.83, 0.51, -0.41, -0.57, -0.20, 1.13, -0.99, -0.21, -0.61, -0.48, -0.52, 0.62, -0.73, 1.25, -0.41, -0.55, -0.32, -0.64, -1.19, -1.02, -0.86, -0.64, 0.40, -0.33, -0.31, -0.50, -0.67, 0.72, 0.24, -0.69, -0.62, -0.81, 0.54, -0.49, -0.97, 0.37, -0.77, 0.24, -0.22, 0.41, 0.15, -0.39, -1.11, 0.44, -0.01, 0.47, 0.39, 0.37, 0.43, 0.38, 0.42, 0.41, 0.33, 0.19, 0.38, 0.35, 0.44, 0.40, 0.39, 0.34, 0.29, 0.49, 0.38, 0.39, 0.11, 0.45, 0.33, 0.18, 0.40, 0.48, 0.49, 0.38, 0.21, 0.43, 0.24], "orbital_gap_ha": 0.2655, "homo_energy_ev": -5.00, "lumo_energy_ev": 2.2, "e_tot_ha": -5050.93328, "relative_energy_ev": 0.117, "charge": -1}

=====

# 2
{"formula": "C37H32ClF5Ge2NO8SSeV", "method": "ωB97M-V/def2-TZVPD", "elements": ["Se", "Ge", "Ge", "V", "Cl", "S", "F", "F", "F", "F", "F", "O", "O", "O", "O", "O", "O", "O", "O", "N", "C", "C", "C", "C", "C", "C", "C", "C", "C", "C", "C", "C", "C", "C", "C", "C", "C", "C", "C", "C", "C", "C", "C", "C", "C", "C", "C", "C", "C", "C", "C", "C", "C", "C", "C", "C", "C", "H", "H", "H", "H", "H", "H", "H", "H", "H", "H", "H", "H", "H", "H", "H", "H", "H", "H", "H", "H", "H", "H", "H", "H", "H", "H", "H", "H", "H", "H", "H", "H"], "positions_angstrom": [[8.9400, -16.3750, 6.4865], [12.0112, -16.3879, 17.4220], [12.4986, -18.7972, 17.8819], [9.6693, -15.7193, 13.2580], [12.0679, -21.9155, 9.8660], [7.0796, -15.7204, 13.6016], [9.5705, -13.5111, 7.5341], [8.8222, -11.1680, 6.4749], [7.7468, -15.6854, 3.5607], [7.8544, -10.8564, 4.0205], [7.3391, -13.2584, 2.5261], [10.2421, -14.6671, 11.5074], [7.8541, -15.2290, 12.3910], [9.9114, -13.7400, 13.8932], [11.5759, -12.7067, 14.8867], [9.4849, -17.4034, 12.4219], [8.1139, -16.3846, 14.5624], [6.2181, -14.7382, 14.1930], [12.0574, -16.3643, 13.1353], [12.0937, -16.2551, 15.4254], [15.1910, -13.7469, 16.7796], [8.2086, -15.7239, 19.1304], [8.0198, -12.1044, 4.4702], [8.9264, -13.4977, 6.3028], [11.1982, -13.7243, 11.4102], [14.1600, -15.1438, 19.0075], [15.9041, -13.7649, 17.9937], [9.9274, -20.3715, 10.5485], [8.5695, -12.2795, 5.7524], [15.3560, -14.4476, 19.0984], [6.0794, -17.0309, 12.9948], [10.3589, -15.5630, 18.1003], [13.9769, -14.3731, 16.7420], [11.5607, -12.8372, 12.4788], [10.1221, -18.3721, 11.8509], [11.9612, -13.6748, 10.2532], [11.0195, -13.0527, 13.8708], [12.9168, -12.6525, 10.0045], [13.4899, -15.1287, 17.7761], [11.6457, -18.5509, 12.0004], [9.3190, -19.1912, 10.9351], [12.4989, -17.6680, 12.6753], [12.3845, -11.7559, 12.2118], [13.7927, -19.4340, 16.5101], [8.6351, -14.0045, 17.5230], [7.6917, -14.6541, 18.3574], [11.3491, -20.6053, 10.7523], [7.7988, -13.3276, 3.7857], [13.2633, -19.5708, 19.5113], [7.9804, -14.6008, 4.3659], [8.6646, -14.7578, 5.6375], [12.1809, -19.8502, 11.5757], [13.0299, -11.6368, 10.9626], [9.9142, -14.4446, 17.3734], [9.5437, -16.1309, 19.0429], [11.3420, -16.2307, 14.3494], [10.7095, -19.5303, 17.3839], [8.3367, -13.1155, 16.9751], [10.5626, -14.0284, 16.5976], [16.8405, -13.2418, 18.1055], [15.8424, -14.3439, 20.0742], [14.3268, -19.4282, 19.6889], [15.5756, -13.1999, 15.9484], [9.9109, -16.9743, 19.6040], [12.7578, -19.1064, 20.4159], [13.8094, -15.8662, 19.7909], [14.7740, -18.9491, 16.5742], [13.0684, -16.3301, 15.1418], [6.1920, -17.8923, 13.6744], [13.4938, -10.6904, 10.6985], [6.6437, -14.3477, 18.4319], [13.1328, -20.3251, 11.8998], [10.2970, -19.9969, 18.2707], [13.4408, -19.5138, 15.4703], [12.4419, -10.9352, 12.9172], [7.5388, -16.3051, 19.7892], [5.0660, -16.7324, 12.8810], [8.3897, -18.7759, 10.5627], [13.2933, -14.1808, 15.9486], [9.3707, -14.2061, 11.5269], [11.7050, -14.4161, 9.4843], [6.4023, -17.3644, 12.0109], [13.0734, -20.6672, 19.4691], [13.5993, -17.8281, 12.5823], [9.4256, -21.2138, 10.0322], [13.5083, -12.5490, 9.0797], [10.0284, -18.7280, 17.0782], [14.1014, -20.4252, 16.9035], [10.7423, -20.2732, 16.5863]], "mulliken_spin": [0.00, 0.01, 0.00, 2.00, 0.00, 0.00, 0.00, 0.00, 0.00, 0.00, 0.00, 0.00, 0.01, -0.01, 0.00, 0.05, 0.01, 0.00, 0.04, -0.01, 0.00, 0.00, 0.00, 0.00, 0.00, 0.00, 0.00, 0.22, 0.00, 0.00, 0.00, 0.00, 0.00, 0.00, 0.31, 0.00, 0.01, 0.00, 0.00, -0.11, -0.13, 0.51, 0.00, 0.00, 0.00, 0.00, -0.11, 0.00, 0.00, 0.00, 0.00, 0.16, 0.00, 0.00, 0.00, 0.01, 0.00, 0.00, 0.00, 0.00, 0.00, 0.00, 0.00, 0.00, 0.00, 0.00, 0.00, 0.01, 0.00, 0.00, 0.00, 0.00, 0.00, 0.00, 0.00, 0.00, 0.00, -0.01, 0.00, 0.00, 0.00, 0.00, 0.00, 0.00, 0.02, 0.00, 0.00, 0.00, 0.00], "orbital_gap_ha": [0.1696, 0.1642], "homo_energy_ev": [-3.48, -3.48], "lumo_energy_ev": [1.1, 1.0], "e_tot_ha": -10942.75710, "relative_energy_ev": 2.663, "charge": -1, "multiplicity": 4}

=====

# 3
{"formula": "C37H32FN7O4Pd", "method": "ωB97M-V/def2-TZVPD", "elements": ["Pd", "F", "O", "O", "O", "O", "N", "N", "N", "N", "N", "N", "N", "C", "C", "C", "C", "C", "C", "C", "C", "C", "C", "C", "C", "C", "C", "C", "C", "C", "C", "C", "C", "C", "C", "C", "C", "C", "C", "C", "C", "C", "C", "C", "C", "C", "C", "C", "C", "C", "H", "H", "H", "H", "H", "H", "H", "H", "H", "H", "H", "H", "H", "H", "H", "H", "H", "H", "H", "H", "H", "H", "H", "H", "H", "H", "H", "H", "H", "H", "H", "H"], "positions_angstrom": [[0.9950, -1.1757, 0.0373], [-5.5184, 0.8703, 0.2172], [-0.9915, -1.0722, 0.1008], [1.0797, -3.1028, -0.0007], [0.2940, -5.1533, -0.0234], [10.3518, 7.3417, -0.2524], [3.0210, -1.1596, -0.0433], [5.1478, 3.8337, -0.0618], [1.3304, 0.8440, 0.0715], [-7.3855, -1.2466, 0.1019], [-3.5903, -4.2615, 0.0546], [6.6205, 2.1084, -0.1579], [-9.9304, -1.2813, 1.2822], [-8.3256, -2.2496, -0.3595], [-9.3404, -2.5747, 0.7269], [11.8104, 7.1509, -0.3246], [0.7692, 3.1629, 0.1378], [0.0849, -3.9654, 0.0087], [3.0578, 2.5050, 0.0159], [-7.9973, 0.0407, 0.4507], [9.8752, 4.9898, -0.2652], [4.4905, 2.7184, -0.0484], [2.1014, 3.5210, 0.0791], [-3.1868, -1.8926, 0.1241], [8.1248, 6.7863, -0.1552], [0.4193, 1.8148, 0.1321], [-5.4715, -2.7461, 0.0946], [-2.2769, -4.4566, 0.0448], [-4.0891, -2.9638, 0.0881], [-6.0187, -1.4672, 0.1264], [5.7838, -0.9262, -0.1644], [7.5020, 4.4357, -0.1622], [3.5779, 0.0573, -0.0492], [4.9721, 0.2226, -0.1100], [-4.1680, -6.6585, -0.6333], [-9.5131, -0.0717, 0.4922], [-3.7311, -0.5996, 0.1819], [3.7935, -2.2505, -0.0930], [5.4150, 1.5725, -0.1096], [-5.2599, -5.7729, -1.1570], [2.6321, 1.1810, 0.0142], [5.1857, -2.1643, -0.1544], [7.1630, 5.8507, -0.1238], [8.9049, 4.0606, -0.2338], [-1.7566, -2.1110, 0.0856], [-5.0762, -0.4027, 0.1846], [-1.3272, -3.4505, 0.0406], [-4.5055, -5.3931, 0.0844], [9.5117, 6.3918, -0.2270], [6.4905, 3.5182, -0.1297], [-6.2888, -6.0890, -1.0585], [-0.6096, 1.4848, 0.1757], [-9.9590, -0.1738, -0.4941], [-3.2629, -6.7266, -1.2189], [-6.1099, -3.6141, 0.0809], [-10.9496, -1.3410, 1.2966], [-8.8730, -3.0897, 1.5630], [5.7697, -3.0726, -0.1934], [-5.0073, -5.4795, 1.0406], [-7.6331, 0.3724, 1.4257], [6.8628, -0.8500, -0.2118], [10.9166, 4.7063, -0.3185], [-4.4390, -7.5743, -0.1292], [7.9097, 7.8463, -0.1287], [-7.7639, 0.8271, -0.2684], [-1.9261, -5.4785, 0.0502], [-9.6445, -1.1631, 2.2547], [6.1190, 6.1247, -0.0700], [2.4038, 4.5597, 0.0825], [-10.1605, -3.1804, 0.3472], [-5.0346, -5.2115, -2.0541], [-0.0068, 3.9130, 0.1882], [12.0462, 6.6339, -1.2519], [9.1888, 3.0167, -0.2628], [3.2546, -3.1929, -0.0847], [12.2052, 8.1595, -0.3277], [7.4907, 1.5963, -0.2077], [-9.9414, 0.8069, 0.9703], [-3.0835, 0.2628, 0.2091], [-8.8272, -1.9149, -1.2718], [12.1322, 6.6059, 0.5600], [-7.8243, -3.1726, -0.6308]], "mulliken_charge": [1.08, -0.33, -1.15, -0.57, -0.64, -0.33, -0.53, -0.63, -0.46, 0.26, 0.24, -0.04, -0.06, -0.81, -0.62, -0.81, -1.03, 0.42, 0.41, -0.44, -0.55, 0.57, -0.35, 0.96, -0.72, 0.22, -0.43, -0.42, -0.69, -0.47, -0.26, 0.81, 0.66, 0.34, -0.96, -1.12, -0.64, -0.25, 0.41, -0.37, 0.05, -1.16, -0.47, -0.70, 2.13, 0.12, -0.92, -0.41, 0.95, 0.04, 0.31, 0.20, 0.41, 0.36, 0.60, 0.37, 0.37, 0.49, 0.49, 0.47, 0.48, 0.52, 0.26, 0.50, 0.39, 0.81, 0.38, 0.56, 0.62, 0.42, 0.22, 0.49, 0.39, 0.33, 0.60, 0.27, 0.24, 0.44, 0.63, 0.29, 0.39, 0.35], "orbital_gap_ha": 0.1100, "homo_energy_ev": -16.06, "lumo_energy_ev": -13.1, "e_tot_ha": -2339.87759, "relative_energy_ev": 0.000, "charge": 4}